{
  "formula": "C21H22ClO6S",
  "method": "ωB97M-V with the def2-TZVPD basis set",
  "elements": ["C", "C", "O", "C", "C", "C", "C", "C", "C", "C", "C", "C", "C", "O", "O", "C", "C", "O", "H", "H", "H", "H", "H", "H", "H", "H", "H", "H", "H", "H", "H", "H", "H", "H", "Cl", "C", "S", "C", "C", "C", "C", "C", "C", "O", "O", "H", "H", "H", "H", "H", "H"],
  "xyz": [[3.87, -2.14, 2.20], [3.58, -0.67, 2.22], [2.21, -0.49, 1.83], [1.74, 0.73, 2.18], [0.28, 0.88, 1.90], [-0.54, -0.16, 1.64], [-1.99, -0.05, 1.80], [-2.69, 0.94, 1.09], [-4.03, 1.18, 1.34], [-4.68, 0.49, 2.37], [-4.02, -0.55, 3.03], [-2.69, -0.85, 2.72], [-0.20, 2.26, 2.22], [-1.03, 2.59, 3.04], [0.50, 3.16, 1.51], [0.24, 4.53, 1.87], [1.21, 5.31, 1.03], [2.43, 1.58, 2.73], [4.94, -2.26, 2.34], [3.35, -2.64, 3.03], [3.56, -2.61, 1.26], [3.72, -0.27, 3.23], [4.21, -0.12, 1.51], [-0.08, -1.11, 1.40], [-2.16, 1.53, 0.35], [-4.54, 1.97, 0.78], [-5.71, 0.75, 2.62], [-4.53, -1.10, 3.83], [-2.15, -1.64, 3.25], [-0.80, 4.81, 1.61], [0.42, 4.68, 2.94], [1.03, 6.38, 1.14], [2.25, 5.12, 1.34], [1.12, 5.04, -0.03], [-0.41, 1.19, -1.48], [-0.37, -0.46, -1.61], [-1.36, -1.25, -2.79], [-0.30, -2.19, -3.93], [-0.31, -1.87, -5.30], [0.48, -2.62, -6.18], [1.29, -3.64, -5.70], [1.34, -3.91, -4.33], [0.55, -3.17, -3.44], [-2.16, -2.22, -2.06], [-2.00, -0.30, -3.68], [0.46, -1.03, -1.20], [-0.92, -1.06, -5.69], [0.42, -2.40, -7.24], [1.87, -4.25, -6.40], [1.97, -4.70, -3.94], [0.58, -3.37, -2.37]],
  "lowdin_charge": [-0.077, -0.231, -0.004, -0.415, -0.038, 0.027, -0.200, -0.042, -0.070, -0.096, -0.095, -0.028, -0.450, 0.116, -0.012, -0.220, -0.079, 0.101, 0.074, 0.080, 0.082, 0.121, 0.132, 0.132, 0.069, 0.103, 0.094, 0.095, 0.111, 0.131, 0.131, 0.071, 0.080, 0.084, 0.575, -0.879, 0.531, -0.264, -0.067, -0.102, -0.117, -0.102, -0.078, -0.372, -0.396, 0.004, 0.105, 0.094, 0.091, 0.092, 0.110],
  "energy_ev": -57775.956,
  "homo_energy_ev": -2.89,
  "charge": -1,
  "orbital_gap_ha": 0.20564
}

***

{
  "formula": "C21H22Co2NO6",
  "method": "ωB97M-V with the def2-TZVPD basis set",
  "elements": ["O", "C", "Co", "C", "O", "C", "O", "C", "C", "C", "C", "C", "C", "C", "C", "C", "Co", "C", "O", "C", "O", "C", "O", "H", "H", "H", "H", "H", "H", "H", "C", "C", "C", "N", "C", "C", "C", "H", "H", "H", "H", "H", "H", "H", "H", "H", "H", "H", "H", "H", "H", "H"],
  "xyz": [[-2.62, 2.42, 0.47], [-1.64, 1.87, 0.76], [-0.19, 1.06, 1.17], [0.90, 2.41, 0.82], [1.48, 3.39, 0.63], [-0.44, 0.87, 2.89], [-0.72, 0.81, 4.01], [-0.66, -0.62, 0.09], [-1.96, -1.28, 0.25], [-2.67, -1.25, 1.47], [-3.99, -1.69, 1.53], [-4.64, -2.13, 0.37], [-3.90, -2.34, -0.79], [-2.55, -1.97, -0.85], [0.09, -0.53, -1.12], [-0.08, -0.23, -2.41], [1.11, -0.86, 0.28], [1.41, -1.13, 2.03], [1.74, -1.40, 3.11], [1.89, -2.33, -0.37], [2.45, -3.27, -0.74], [2.39, 0.36, 0.03], [3.34, 1.01, -0.13], [-2.16, -0.90, 2.37], [-4.52, -1.67, 2.48], [-5.72, -2.32, 0.39], [-4.37, -2.81, -1.66], [-1.95, -2.18, -1.74], [0.80, -0.10, -3.04], [-1.07, -0.11, -2.86], [-1.00, 6.16, 3.75], [0.14, 5.16, 3.66], [0.15, 4.22, 4.86], [1.20, 3.22, 4.77], [1.31, 2.38, 5.95], [2.38, 1.30, 5.78], [2.44, 0.40, 7.00], [-0.99, 6.82, 2.88], [-1.97, 5.65, 3.78], [-0.90, 6.78, 4.64], [0.06, 4.56, 2.74], [1.10, 5.69, 3.62], [0.24, 4.81, 5.79], [-0.80, 3.67, 4.92], [2.10, 3.64, 4.53], [1.53, 2.98, 6.85], [0.33, 1.91, 6.11], [2.16, 0.72, 4.88], [3.35, 1.80, 5.63], [3.27, -0.31, 6.91], [2.59, 0.98, 7.91], [1.52, -0.18, 7.11]],
  "lowdin_charge": [0.098, -0.181, 0.053, -0.203, 0.079, -0.202, 0.065, -0.283, -0.203, -0.043, -0.102, -0.125, -0.105, -0.030, -0.373, -0.029, 0.063, -0.131, 0.105, -0.090, 0.117, -0.134, 0.120, 0.092, 0.095, 0.088, 0.092, 0.104, 0.030, 0.043, -0.124, -0.255, -0.272, -0.083, -0.282, -0.255, -0.122, 0.066, 0.074, 0.066, 0.095, 0.109, 0.112, 0.119, 0.115, 0.112, 0.109, 0.094, 0.107, 0.065, 0.066, 0.074],
  "energy_ev": -111162.269,
  "e_above_lowest_ev": 0.0000,
  "homo_energy_ev": -4.23,
  "charge": -1,
  "orbital_gap_ha": 0.26616
}

***

{
  "formula": "C21H22FN3O",
  "method": "ωB97M-V with the def2-TZVPD basis set",
  "elements": ["O", "C", "C", "C", "C", "C", "N", "C", "C", "C", "C", "C", "C", "N", "C", "C", "N", "C", "C", "C", "C", "F", "C", "C", "C", "C", "H", "H", "H", "H", "H", "H", "H", "H", "H", "H", "H", "H", "H", "H", "H", "H", "H", "H", "H", "H", "H", "H"],
  "xyz": [[2.20, -0.38, 1.00], [1.46, 0.32, 0.34], [1.47, 1.84, 0.43], [2.25, 2.33, 1.66], [1.35, 2.65, 2.81], [0.92, 3.88, 3.19], [0.08, 3.79, 4.27], [-0.04, 2.47, 4.61], [-0.77, 1.87, 5.63], [-0.70, 0.50, 5.74], [0.07, -0.26, 4.86], [0.80, 0.33, 3.85], [0.75, 1.71, 3.71], [0.57, -0.23, -0.53], [-0.21, 0.45, -1.53], [0.31, 0.08, -2.94], [0.27, -1.35, -3.13], [-0.85, -1.95, -3.67], [-1.38, -3.16, -3.19], [-2.46, -3.77, -3.79], [-3.04, -3.17, -4.90], [-4.10, -3.76, -5.49], [-2.54, -1.99, -5.42], [-1.46, -1.40, -4.81], [1.05, -2.02, -2.11], [0.55, -1.67, -0.70], [0.44, 2.21, 0.49], [1.93, 2.23, -0.48], [2.81, 3.23, 1.40], [2.96, 1.55, 1.95], [1.16, 4.84, 2.77], [-0.35, 4.56, 4.75], [-1.37, 2.46, 6.31], [-1.25, 0.00, 6.52], [0.10, -1.33, 4.99], [1.40, -0.26, 3.18], [-0.18, 1.53, -1.40], [-1.26, 0.12, -1.44], [-0.30, 0.59, -3.68], [1.34, 0.42, -3.04], [-0.96, -3.63, -2.32], [-2.86, -4.69, -3.41], [-3.00, -1.55, -6.29], [-1.06, -0.49, -5.24], [1.05, -3.09, -2.27], [2.09, -1.66, -2.20], [1.20, -2.11, 0.06], [-0.47, -2.03, -0.56]],
  "lowdin_charge": [0.039, -0.441, -0.086, -0.129, -0.187, -0.055, 0.073, -0.216, -0.030, -0.104, -0.098, -0.013, -0.120, -0.056, -0.118, -0.132, -0.108, -0.231, -0.022, -0.010, -0.289, 0.045, -0.011, -0.020, -0.135, -0.111, 0.119, 0.123, 0.113, 0.115, 0.119, 0.153, 0.104, 0.096, 0.096, 0.096, 0.112, 0.136, 0.109, 0.130, 0.099, 0.118, 0.118, 0.106, 0.119, 0.132, 0.123, 0.127],
  "energy_ev": -31370.091,
  "e_above_lowest_ev": 0.4020,
  "homo_energy_ev": -7.71,
  "smiles": "O=C(CCc1c[nH]c2ccccc12)N1CCN(c2ccc(F)cc2)CC1",
  "orbital_gap_ha": 0.30740
}